{"formula": "C16H31INO5S2", "method": "ωB97M-V with the def2-TZVPD basis set", "homo_lumo_gap_ha": 0.3179, "energy_ev": -58594.817, "charge": -1, "e_homo_ev": -6.2, "elements": ["N", "H", "C", "O", "H", "H", "H", "C", "H", "H", "C", "H", "H", "H", "C", "O", "H", "C", "O", "H", "H", "H", "I", "H", "H", "H", "H", "H", "S", "C", "H", "C", "H", "C", "C", "H", "C", "C", "O", "S", "H", "H", "H", "H", "H", "O", "C", "H", "H", "H", "C", "H", "C", "H", "C", "C"], "coordinates": [[-0.941719, 2.935874, 3.296258], [1.571674, -0.076866, 4.933361], [0.057988, 5.441716, 2.758091], [-2.519384, 3.805281, 5.070006], [3.619082, -0.908427, 3.813367], [2.964355, -0.957039, -2.294365], [2.107578, 0.380720, -1.536368], [-3.545714, -3.361270, -3.899841], [-4.299944, -5.077431, -5.036270], [3.497621, -1.628568, -0.193750], [0.238414, -0.293154, -3.219966], [2.960569, 0.937537, 5.078279], [0.208604, -1.301268, -5.117283], [-3.105025, -1.454849, -4.726517], [2.227025, 0.569130, 4.366432], [1.247807, 5.566375, 2.979012], [2.604634, -1.930432, 2.162531], [-1.032498, 5.484389, 3.819014], [-0.153221, 3.777353, 5.579231], [2.911137, 0.453647, 0.795497], [3.701479, 0.484771, 2.805479], [1.003185, 0.324020, -3.679160], [-0.686464, 5.176824, 0.719046], [1.213642, 0.149698, 0.647802], [-2.446186, -2.797229, -5.681265], [1.849053, -2.214688, -0.129471], [-4.075284, -2.782141, -3.152875], [1.966489, 2.293057, 3.044579], [-1.180161, 3.837759, 4.572945], [2.457788, -1.321371, -0.234253], [-4.720702, -3.506387, -5.714460], [-1.300973, -2.247513, -3.919910], [1.502403, 2.530606, 4.692584], [-4.579956, -4.060060, -4.796378], [2.160993, -0.325539, 0.876465], [-1.954641, 5.740743, 3.319771], [2.146230, -0.950007, 2.272071], [-2.620357, -2.425815, -4.678129], [-0.320479, 0.782970, 2.332140], [-0.246439, 1.514689, 3.566165], [-0.705034, -3.131010, -4.128885], [-1.541621, -2.231976, -2.866741], [-0.478983, 0.368113, -2.744855], [-2.962095, -4.113542, -3.379480], [-0.786240, 6.201729, 4.585888], [-0.766450, 0.819795, 4.706542], [-0.511166, -1.015324, -4.358037], [-1.186927, -0.299691, -4.819719], [-5.536261, -4.106639, -4.286192], [0.178645, -1.471229, -1.417882], [1.480850, 1.812807, 3.883326], [1.145743, -2.151994, -2.756336], [3.000719, -0.180203, 3.292684], [1.139399, -1.115803, 2.624089], [2.167473, -0.699664, -1.605011], [0.873349, -1.252470, -2.219257]], "forces_ev_per_a": [[0.40, -0.03, 0.57], [-0.30, -0.25, 0.00], [2.59, 0.43, 1.04], [-0.87, 0.01, 0.13], [0.19, -0.13, 0.16], [0.31, 0.23, -0.23], [0.08, 0.28, 0.10], [-0.27, -0.27, -0.75], [0.17, -0.20, -0.19], [0.28, -0.18, 0.19], [-0.45, -0.51, -0.53], [0.18, 0.02, 0.26], [0.15, -0.11, -0.28], [-0.15, 0.19, -0.37], [0.51, 0.53, -0.35], [-2.81, -0.33, -0.76], [0.04, -0.32, 0.04], [0.38, -0.29, -1.28], [0.58, 0.02, 0.18], [0.21, 0.28, 0.15], [0.11, 0.31, -0.28], [0.20, 0.26, 0.00], [0.20, 0.10, 0.22], [-0.26, 0.14, 0.16], [0.03, -0.01, -0.31], [-0.09, -0.26, 0.16], [0.04, 0.12, 0.31], [-0.12, -0.04, -0.50], [-0.19, 0.46, 0.02], [0.01, 0.46, -0.37], [-0.11, 0.11, -0.31], [-0.28, 0.10, -0.91], [-0.24, 0.26, 0.14], [-0.05, 0.21, 0.53], [-0.41, -0.33, -0.20], [-0.37, -0.08, 0.13], [1.00, 0.15, -0.42], [0.17, -0.04, 0.98], [-0.07, -0.09, -0.76], [0.06, -0.27, -0.85], [0.15, -0.28, 0.36], [0.10, 0.12, 0.41], [0.06, 0.21, 0.38], [0.15, -0.11, 0.19], [0.19, 0.08, 0.30], [-0.19, -0.04, 0.85], [0.14, 0.19, 0.45], [-0.11, 0.12, -0.18], [-0.26, -0.10, -0.01], [-0.23, -0.28, 0.09], [-0.01, 0.07, 0.75], [-0.16, -0.55, 0.11], [-0.61, -0.74, 0.56], [-0.29, 0.13, 0.11], [-0.28, -0.68, -0.07], [0.46, 0.91, -0.11]]}